[1]
9
Properties=species:S:1:pos:R:3:forces:R:3 method="wB97M-V/def2-TZVPD" e_above_lowest_kj_mol=544.8 multiplicity=1 homo_ev="-9.70 / -9.69" gap_ev="7.94 / 7.94"
C 0.239732 0.326397 -1.002204 -0.323 -0.233 -1.537
C -0.418262 0.651224 0.079269 0.113 -0.185 2.591
C 1.449993 -0.381905 -1.126341 2.055 -2.101 -0.808
C -0.889823 -1.028340 1.717392 -1.828 -2.533 0.529
O -0.276818 0.014627 1.353406 1.165 2.402 0.083
F 1.683586 -0.803945 -2.418598 -1.029 0.994 1.843
F -0.824202 -1.214121 3.090971 0.845 1.269 -2.142
H -0.057203 0.830526 -1.897905 -0.235 0.730 -0.483
H -0.907005 1.605536 0.204010 -0.762 -0.343 -0.075

---

[2]
17
Properties=species:S:1:pos:R:3:forces:R:3 method="wB97M-V/def2-TZVPD" e_above_lowest_kj_mol=510.2 multiplicity=1 homo_ev=-7.48 gap_ev=8.10
C 2.067620 -0.066497 0.162743 0.017 -0.031 -0.063
C 0.567499 0.003426 0.005207 0.110 0.075 0.195
C -0.379824 -0.825716 0.878729 0.024 -0.056 0.063
C -1.539734 -0.424198 -0.055980 -0.149 -0.064 0.074
C -0.873903 -0.925777 -1.352161 -0.081 0.207 -0.018
C -1.431083 1.110292 0.018639 0.242 0.046 0.007
C -0.122655 1.358081 -0.019606 -0.207 -0.050 -0.003
H 2.586263 0.536579 -0.589631 -0.093 -0.081 0.100
H 2.333103 0.325223 1.152517 -0.040 -0.036 -0.108
H 2.430323 -1.097065 0.099665 -0.068 0.147 0.012
H -0.438282 -0.468505 1.912075 -0.008 -0.025 -0.150
H -0.166678 -1.898107 0.838035 -0.032 0.158 -0.010
H -2.533035 -0.848421 0.119734 0.167 0.062 -0.043
H -1.020852 -0.169188 -2.143773 0.071 -0.114 0.098
H 0.366987 -0.733589 -1.042310 0.016 -0.033 -0.115
H -2.250618 1.819070 0.053377 0.106 -0.098 -0.028
H 0.404875 2.304396 -0.037254 -0.077 -0.107 -0.011

---

[3]
11
Properties=species:S:1:pos:R:3:forces:R:3 method="wB97M-V/def2-TZVPD" e_above_lowest_kj_mol=163.3 multiplicity=1 homo_ev=-15.93 charge=+1 gap_ev=11.07
C 1.740712 -1.112453 0.074046 -1.454 2.127 -0.326
C 0.741811 1.050743 -0.043023 -0.118 -0.886 0.299
C -1.802766 0.178934 0.031808 3.526 -2.542 -0.015
N 0.447833 -1.121049 0.079893 -0.349 -2.003 0.124
N -0.120152 0.047207 0.051122 -1.787 3.514 -1.015
S 2.316342 0.587733 0.050205 0.956 -2.301 -0.306
H 2.145211 -2.058016 -0.182801 1.431 -0.423 0.447
H 0.626381 2.066035 -0.270290 -1.224 1.332 0.154
H -1.995384 -0.700513 -0.606901 -0.446 0.760 0.287
H -1.883748 -0.064923 1.063846 -1.002 -0.093 0.715
H -2.216237 1.126300 -0.247900 0.468 0.515 -0.364

---

[4]
118
Properties=species:S:1:pos:R:3:forces:R:3 method="wB97M-V/def2-TZVPD" multiplicity=1 homo_ev=-10.53 charge=+1 gap_ev=8.07
C 0.982381 -0.330113 -3.031590 -0.505 0.089 -0.736
C -0.249794 -0.166646 -2.157881 0.273 -0.750 0.534
C 0.049746 0.473631 -0.828596 0.604 0.479 -0.488
O 1.009113 1.193267 -0.625008 -0.548 -0.508 0.296
O -0.818843 0.082341 0.116113 0.093 0.513 -0.239
C -0.528074 0.517857 1.433512 -0.284 -0.109 1.115
C 0.442086 -0.430913 2.169808 -0.189 0.291 -0.213
C 0.855701 -1.627691 1.341506 -0.009 -0.640 0.345
O -0.130312 -2.646053 1.547031 0.159 0.134 -0.162
C 0.367273 -3.960290 1.412650 -0.643 -0.373 -0.136
C -0.762459 -4.944062 1.110709 0.749 -0.502 0.663
C -0.345179 -6.344687 1.622139 -0.202 0.174 -0.347
C -0.653222 -7.469414 0.638591 0.407 0.173 0.332
C 0.277794 -7.470880 -0.549960 -0.483 -0.199 -0.035
O 1.635384 -7.665689 -0.115617 0.121 -0.014 -0.561
C 2.473764 -7.976568 -1.140930 1.935 -0.843 0.461
O 3.541315 -8.524531 -0.969572 -1.731 1.021 -0.061
C 1.389098 -4.063929 0.306267 0.074 0.065 0.159
N 2.575934 -3.158530 0.596620 -1.071 -0.445 0.154
C 2.260879 -2.134343 1.665287 0.239 0.797 -0.356
C 3.277238 -0.997353 1.580867 0.027 -0.283 0.423
C 4.738009 -1.450660 1.524808 0.485 -0.048 0.410
O 5.454155 -0.873916 0.438058 -0.762 0.346 -0.682
C 4.938442 -1.244404 -0.778032 0.297 -1.005 -0.487
C 4.420988 -0.126994 -1.629809 0.563 0.159 0.584
O 4.877187 -2.418388 -1.098080 -0.429 0.831 0.553
H 0.628319 -0.430796 -4.053999 0.134 0.007 -0.230
H 1.512257 -1.257496 -2.829014 0.236 -0.019 0.287
H 1.654799 0.518176 -3.002216 0.082 0.120 0.140
H -0.610091 -1.164875 -1.906073 -0.325 -0.059 -0.063
H -1.077265 0.313965 -2.669473 -0.024 0.373 0.014
H -1.470941 0.518633 1.964924 -0.285 -0.085 -0.141
H -0.149043 1.530562 1.495867 0.098 0.166 -0.515
H 1.277418 0.157376 2.526370 0.247 0.025 -0.154
H -0.045252 -0.815426 3.059264 -0.094 -0.159 0.100
H 0.857454 -1.421383 0.265875 0.138 0.309 0.006
H 0.787876 -4.282676 2.366574 0.298 0.072 0.137
H -0.953225 -5.000471 0.042971 -0.313 0.316 -0.158
H -1.636069 -4.630704 1.667478 -0.306 0.244 -0.263
H -0.839693 -6.529178 2.569877 -0.032 -0.102 0.146
H 0.725337 -6.364285 1.822534 0.134 -0.077 0.093
H -1.663197 -7.375751 0.248723 -0.232 -0.083 0.043
H -0.560671 -8.416005 1.163436 -0.098 -0.214 -0.063
H -0.005370 -8.291709 -1.202824 0.013 -0.090 -0.175
H 0.161046 -6.546708 -1.120342 0.267 0.152 -0.101
H 2.138429 -7.661721 -2.140814 -0.275 -0.029 0.076
H 1.738644 -5.083953 0.191088 0.186 -0.127 0.087
H 0.944913 -3.769459 -0.638592 -0.021 0.236 -0.123
H 2.781852 -2.640790 -0.257260 0.574 -0.168 -0.094
H 3.363576 -3.752587 0.836177 0.373 0.262 -0.117
H 2.319384 -2.577950 2.652274 -0.052 -0.465 0.005
H 3.024886 -0.309780 0.777438 -0.004 -0.003 -0.274
H 3.153822 -0.413586 2.484077 0.008 0.162 0.115
H 5.264049 -1.103857 2.404070 0.094 0.067 0.147
H 4.849635 -2.534522 1.520396 0.061 -0.131 -0.126
H 3.383166 0.050094 -1.348879 -0.213 -0.019 -0.049
H 4.486567 -0.370047 -2.679294 -0.013 -0.064 -0.193
H 4.948092 0.787393 -1.380163 0.127 0.159 -0.162
C -0.440933 2.598822 -5.063232 0.005 -0.044 0.059
C 0.125277 2.401149 -6.314988 0.016 -0.033 0.008
C -0.684469 2.346650 -7.440572 -0.006 -0.004 -0.003
C -2.058654 2.497400 -7.314868 0.009 -0.004 0.002
C -2.624189 2.697852 -6.063532 -0.021 -0.020 -0.001
C -1.815665 2.745199 -4.936495 0.008 -0.028 0.027
H 0.190354 2.640545 -4.183345 0.013 0.035 0.001
H 1.197584 2.290152 -6.413628 0.007 0.007 -0.005
H -0.244747 2.188158 -8.416444 0.004 0.014 -0.008
H -2.689019 2.459703 -8.193405 -0.005 0.002 -0.005
H -3.695219 2.818075 -5.966845 -0.006 0.003 0.000
H -2.257331 2.898887 -3.959511 -0.006 0.038 -0.002
C -3.189264 6.012097 2.434558 0.008 0.010 0.016
C -3.362951 4.635476 2.427862 -0.017 0.002 0.018
C -2.584358 3.844607 1.595135 0.053 -0.037 -0.015
C -1.627060 4.427565 0.775410 0.006 -0.045 0.021
C -1.451569 5.804392 0.785688 0.022 0.007 -0.011
C -2.235271 6.596689 1.612822 0.003 -0.008 0.009
H -3.797742 6.630954 3.081348 -0.006 0.015 -0.008
H -4.104866 4.179415 3.071064 -0.009 -0.001 -0.004
H -2.724415 2.770498 1.583768 -0.030 -0.002 -0.004
H -1.016848 3.809150 0.127067 0.002 0.009 -0.017
H -0.705352 6.259965 0.147894 -0.003 0.006 -0.011
H -2.102809 7.670483 1.617269 0.002 0.007 0.002
C 1.159780 -4.810485 -5.674202 0.020 -0.016 -0.018
C 1.086477 -4.186452 -4.437458 0.015 0.033 0.111
C -0.130151 -4.102801 -3.772289 0.071 -0.047 0.004
C -1.272206 -4.649971 -4.340313 -0.044 0.000 0.075
C -1.197424 -5.276364 -5.576019 0.000 -0.012 -0.012
C 0.016846 -5.353680 -6.243893 -0.005 -0.001 0.014
H 2.106374 -4.873115 -6.194283 0.006 0.004 -0.002
H 1.979294 -3.763638 -3.991819 0.024 0.016 -0.030
H -0.189363 -3.607694 -2.808259 -0.040 0.037 -0.009
H -2.220072 -4.587403 -3.821305 -0.015 0.012 -0.010
H -2.086719 -5.703633 -6.019586 -0.009 0.007 -0.007
H 0.072629 -5.837817 -7.209589 0.001 -0.006 -0.005
C 3.984182 4.202460 4.276108 0.010 -0.017 -0.012
C 2.923850 4.040504 3.394406 -0.012 0.005 0.024
C 3.026233 3.136483 2.346408 -0.062 -0.071 -0.003
C 4.187284 2.390446 2.188556 -0.059 -0.066 -0.033
C 5.246729 2.548608 3.071035 -0.001 -0.040 0.014
C 5.145582 3.458984 4.113849 -0.023 -0.003 0.024
H 3.905937 4.910247 5.090519 0.002 0.009 0.003
H 2.019035 4.620473 3.522447 0.001 0.015 -0.011
H 2.203478 3.013795 1.650900 0.020 0.015 -0.027
H 4.265796 1.685127 1.369356 0.063 0.052 -0.049
H 6.150598 1.965424 2.945536 0.021 0.029 -0.019
H 5.971719 3.589500 4.800113 0.005 0.003 0.005
C -8.027423 7.964267 6.485931 -0.003 -0.004 -0.002
C -6.659973 8.166507 6.364947 0.009 0.008 0.015
C -5.925453 7.415830 5.457993 0.008 -0.010 -0.025
C -6.560421 6.468736 4.666736 0.026 -0.004 0.009
C -7.928350 6.268219 4.785622 -0.005 -0.018 -0.008
C -8.661353 7.013790 5.697809 -0.001 0.007 0.001
H -8.599824 8.547833 7.194875 -0.003 0.005 0.004
H -6.166508 8.909213 6.978037 0.004 0.001 0.009
H -4.857277 7.570064 5.368353 0.005 0.011 0.004
H -5.988333 5.885294 3.955921 -0.014 -0.007 -0.015
H -8.423378 5.530783 4.167173 -0.004 -0.006 -0.002
H -9.727393 6.855055 5.794005 -0.008 0.004 -0.005

---

[5]
12
Properties=species:S:1:pos:R:3:forces:R:3 method="wB97M-V/def2-TZVPD" e_above_lowest_kj_mol=208.0 multiplicity=1 homo_ev=-13.68 charge=+1 gap_ev=10.05
C -0.776487 -0.040907 0.526757 3.647 0.205 -1.152
C 0.948635 0.894418 -0.251725 -2.391 -4.143 -0.974
N -0.774521 -1.481531 -0.135844 -0.581 2.283 2.022
O 1.242093 2.063645 0.153109 -0.358 4.164 0.842
Br 2.350044 -0.311402 0.268590 0.044 -0.281 0.036
H -0.851983 -0.053062 1.596869 0.481 -0.646 0.430
H -1.462434 0.666216 0.188299 -1.681 0.269 -1.314
H 0.748837 0.703879 -1.342080 -0.050 0.501 0.965
H -0.171386 -2.077220 0.431727 0.307 0.065 -0.190
H -0.397270 -1.360417 -1.055928 0.229 -0.354 -0.763
H -1.695929 -1.917578 -0.147928 -0.127 0.099 -0.256
H 0.840400 2.913956 -0.231847 0.479 -2.161 0.353

---

[6]
15
Properties=species:S:1:pos:R:3:forces:R:3 method="wB97M-V/def2-TZVPD" e_above_lowest_kj_mol=530.0 multiplicity=1 homo_ev=-8.23 gap_ev=7.45
C -1.028391 -1.291580 0.220098 -1.100 -2.702 0.093
C 0.317124 -1.537187 -0.106763 -0.807 0.228 0.435
C -0.352451 0.755604 -0.444061 0.419 1.977 0.781
C 0.849353 -0.162280 -0.378447 1.007 -0.500 -4.516
C 2.063468 0.159339 0.461662 -0.843 -0.993 1.982
N -2.584395 0.635271 0.186770 1.232 -1.266 -0.734
N -1.499014 -0.057228 0.062052 0.009 3.694 -1.166
H -1.803605 -2.016905 0.508439 0.566 0.094 -0.006
H -0.335805 1.647542 0.185608 0.249 -0.124 0.410
H -0.519715 1.239725 -1.433027 -0.447 -1.106 0.462
H 1.234496 -0.131051 -1.540171 -0.698 -0.660 2.507
H 2.725471 -0.736077 0.704532 -1.453 0.904 0.000
H 1.587711 0.660214 1.340924 1.153 -0.550 0.012
H 2.732690 0.816593 0.012801 0.858 1.563 -0.919
H -3.386939 0.018013 0.219588 -0.144 -0.557 0.660

---

Number 1: molar mass 104.05 Da. Number 2: molar mass 94.16 Da. Number 3: molar mass 101.15 Da. Number 4: molar mass 765.02 Da. Number 5: molar mass 140.99 Da. Number 6: molar mass 96.13 Da.